# 1
The following is a quantum chemistry calculation of a structure of composition C25H36IrN6S4, from the Open Molecules 2025 dataset.

XYZ file:
```
72
Properties=species:S:1:pos:R:3:mulliken_charge:R:1
Ir 0.44964 -0.17533 0.64459 0.782
C 3.37499 -2.39440 2.63257 -0.429
C 3.92661 -1.42334 1.59803 -0.911
S 2.85315 -0.14334 0.86500 0.080
C 3.10744 1.38193 1.79921 -0.461
C 2.29509 1.57228 3.07676 -1.023
S 0.54923 1.07357 2.91802 0.256
C 0.33582 -0.25498 4.13345 -1.078
C 0.94819 -1.60414 3.79517 0.787
S 2.72583 -1.67830 4.15613 -0.116
H 4.21064 -3.02863 2.93646 0.523
H 2.63093 -3.06574 2.20198 -0.046
H 4.30720 -1.96329 0.72903 0.554
H 4.76222 -0.85505 2.00950 0.522
H 2.87014 2.15690 1.07031 -0.008
H 4.17474 1.46611 2.01164 0.663
H 2.30409 2.63236 3.33184 0.610
H 2.71909 1.01596 3.90860 0.370
H -0.74837 -0.33932 4.23071 0.423
H 0.70678 0.14443 5.07901 0.526
H 0.81454 -1.81244 2.73000 -1.112
H 0.42032 -2.37714 4.35526 0.544
S -1.85396 -0.23421 0.92704 -0.517
C -2.12129 1.47287 0.69991 0.542
N -3.32279 1.91034 0.82701 -0.851
N -3.58147 3.23898 0.73522 0.256
C -3.05779 4.27544 1.42609 1.087
C -3.55372 5.56123 1.08558 -0.592
C -3.09753 6.66048 1.76739 -0.608
C -2.17742 6.49541 2.80790 -0.512
C -1.71296 5.21791 3.16278 -0.637
C -2.13794 4.10500 2.48573 -0.119
N -1.11804 2.39980 0.21181 -0.041
N -0.04189 1.85728 -0.09923 0.008
C 0.93044 2.72459 -0.70310 0.068
C 1.83063 2.13151 -1.57810 0.093
C 2.78684 2.92102 -2.19913 -0.855
C 2.83810 4.27974 -1.91786 -0.557
C 1.93040 4.86000 -1.03396 -0.708
C 0.95579 4.08783 -0.42829 -0.179
H -4.44888 3.42108 0.23793 0.288
H -4.27298 5.66669 0.28326 0.413
H -3.45681 7.64631 1.50842 0.438
H -1.83664 7.35962 3.36135 0.452
H -1.03489 5.11141 3.99825 0.463
H -1.81888 3.11673 2.79302 0.500
H 1.76212 1.07444 -1.79829 0.402
H 3.48239 2.48217 -2.90004 0.446
H 3.58817 4.89671 -2.39322 0.432
H 1.98587 5.91900 -0.82526 0.439
H 0.24281 4.52229 0.25963 0.511
C -1.12346 -4.82578 -0.25051 -0.909
C -0.63169 -3.55239 0.46287 -0.452
N 0.08937 -2.67220 -0.47336 0.286
C 1.34727 -3.33430 -0.85586 -0.082
C 1.08618 -4.77114 -1.35478 -1.056
N -0.39675 -4.90527 -1.56528 -0.019
C -0.88077 -3.80331 -2.46690 -0.814
C -0.72963 -2.48132 -1.68724 -0.602
H -2.18604 -4.80159 -0.48702 0.315
H -0.90754 -5.73591 0.30618 0.396
H 0.05163 -3.80704 1.27350 0.312
H -1.47986 -3.02017 0.89176 0.490
H 2.00384 -3.36229 0.01286 -0.176
H 1.83038 -2.73646 -1.62852 0.534
H 1.37534 -5.53696 -0.63669 0.385
H 1.56729 -4.98250 -2.30789 0.360
H -0.58974 -5.80815 -1.99987 0.331
H -1.91426 -4.02424 -2.72717 0.375
H -0.27281 -3.84446 -3.36916 0.319
H -1.69860 -2.08688 -1.38468 0.518
H -0.24844 -1.73652 -2.32014 0.371
```

LUMO (alpha / beta) ... -0.3316 / -0.3793 hartree
Charge ... +3
Energy relative to the best compared isomer or geometry (same formula, charge and spin) ... 34.0 kcal per mole
HOMO energy (alpha / beta) ... -0.5575 / -0.5915 hartree
Spin multiplicity ... 5
DFT total energy ... -2998.79730 Eh

=====

# 2
The following is a quantum chemistry calculation of a structure of composition C25H36N3ORuSb, from the Open Molecules 2025 dataset.

XYZ file:
```
67
Properties=species:S:1:pos:R:3:mulliken_charge:R:1
Ru 0.33516 -0.57763 0.03913 0.492
C -1.54751 -0.88093 2.87601 -0.647
C -0.08563 -0.77297 3.11973 0.684
C 0.38114 -0.84871 4.44957 -0.841
C 1.72057 -0.76003 4.72970 -1.004
C 2.60990 -0.61459 3.66154 -0.568
C 2.12049 -0.55743 2.36771 0.402
N 0.76162 -0.61889 2.09789 0.880
C 2.99511 -0.46370 1.20896 0.796
C 4.39604 -0.33884 1.22317 -0.896
C 5.07542 -0.24303 0.01562 -1.019
C 4.37730 -0.26393 -1.18288 -0.889
C 2.97669 -0.39586 -1.15470 0.903
N 2.35650 -0.50526 0.02830 0.126
C 2.08446 -0.44346 -2.30723 0.102
C 2.54084 -0.39405 -3.60855 -0.590
C 1.62517 -0.49541 -4.66234 -1.052
C 0.29698 -0.66092 -4.36065 -0.817
C -0.13784 -0.70119 -3.02133 0.612
C -1.58763 -0.88937 -2.73889 -1.231
N 0.73579 -0.57546 -2.01428 1.165
H -1.94813 -1.75384 3.39491 0.615
H -1.79464 -0.95825 1.81400 -0.618
H -2.06150 -0.01427 3.29953 0.404
H -0.34282 -0.98162 5.24340 0.610
H 2.08489 -0.81838 5.74743 0.519
H 3.67170 -0.56512 3.85164 0.519
H 4.94436 -0.31235 2.15374 0.551
H 6.15383 -0.14622 0.01020 0.507
H 4.90983 -0.17851 -2.11915 0.545
H 3.59427 -0.29001 -3.82206 0.530
H 1.96392 -0.45976 -5.69016 0.524
H -0.44077 -0.76586 -5.14589 0.602
H -1.97690 -1.70679 -3.34823 0.610
H -2.14420 0.00274 -3.03807 0.301
H -1.79160 -1.11725 -1.69004 -0.031
C -1.85914 -4.54703 -0.46500 -1.283
C -1.29089 -3.59467 0.54728 -0.275
O -0.33726 -2.64969 -0.11866 -0.127
H -2.50254 -5.26041 0.05345 0.408
H -1.07618 -5.13463 -0.94768 0.444
H -2.45787 -4.03704 -1.21764 0.295
H -0.71781 -4.09252 1.33093 0.386
H -2.04371 -2.94518 0.98883 0.200
H 0.23242 -3.19357 -0.68345 0.165
C 0.20749 3.46607 1.81021 -1.044
C -1.19100 2.88862 1.68580 -0.578
Sb -1.50734 1.59224 0.02303 0.113
C -3.56226 0.97166 0.02815 -0.442
C -4.44169 2.21749 0.14575 -1.286
C -1.24547 2.79645 -1.71887 -0.622
C 0.18309 3.03346 -2.17338 -0.759
H 0.23707 4.14466 2.66437 0.406
H 0.49382 4.03931 0.92828 0.319
H 0.95565 2.68758 1.97831 0.157
H -1.93543 3.66215 1.47313 0.592
H -1.51512 2.36623 2.58483 0.415
H -3.71506 0.27724 0.85321 0.418
H -3.72792 0.43830 -0.90812 0.386
H -4.30639 2.73144 1.09658 0.365
H -5.48734 1.90662 0.09228 0.430
H -4.27615 2.92172 -0.66995 0.363
H -1.73333 3.72053 -1.39383 0.597
H -1.86718 2.35812 -2.49949 0.468
H 0.79633 3.48791 -1.39485 0.229
H 0.17907 3.71124 -3.02854 0.439
H 0.65928 2.10284 -2.49269 0.022
```

LUMO (alpha / beta) ... -0.4789 / -0.6112 hartree
Charge ... +4
HOMO energy (alpha / beta) ... -0.7435 / -0.7768 hartree
Spin multiplicity ... 5
DFT total energy ... -1547.29031 Eh